DFT (the ωB97M-V functional and the def2-TZVPD basis) results for a 19-piece molecular cluster, C49H72BF4N24O3S overall in a non-equilibrium geometry.

Output
* 2S+1: 1
* M: 1164.151 u
* charge: +1
* frontier orbital gap: 9.136 eV
* LUMO: -3.14 eV
* total energy: -4272.0185 hartree

Each line ends with the Löwdin charge.
Cartesian coordinates (Å):
C  -0.652  -2.401  -1.575  -0.085
C  -1.098  -1.942  -0.063  -0.176
N  -1.533  -0.540  -0.063  0.054
C  -2.771  0.177  -0.059  -0.185
N  -4.014  -0.366  -0.104  -0.137
C  -5.130  0.662  -0.015  -0.092
C  -5.453  1.383  -1.413  -0.265
C  -4.753  0.735  -2.697  -0.044
F  -6.896  1.405  -1.653  -0.093
S  -4.453  -2.004  -0.260  0.871
O  -3.774  -2.732  -1.408  -0.297
O  -4.258  -2.719  1.062  -0.291
C  -6.290  -2.282  -0.657  -0.419
F  -6.376  -3.668  -0.965  0.093
F  -7.072  -2.117  0.517  0.079
F  -6.739  -1.485  -1.726  0.097
N  -2.507  1.614  0.001  0.182
C  -1.084  1.818  -0.016  -0.086
C  -0.274  3.192  -0.016  -0.099
C  0.525  3.555  1.277  0.025
C  1.223  4.957  1.133  0.005
C  0.999  5.688  -0.203  -0.107
N  0.293  5.304  -1.367  0.022
C  -0.364  4.034  -1.295  -0.044
N  -0.605  0.462  -0.067  0.115
B  0.909  0.411  -0.120  -0.542
N  1.770  0.679  1.069  0.162
O  1.522  0.038  -1.362  0.078
H  -1.310  -3.229  -1.982  0.031
H  0.450  -2.688  -1.573  0.080
H  -0.811  -1.453  -2.220  0.090
H  -0.168  -2.171  0.581  0.109
H  -1.850  -2.724  0.271  0.082
H  -6.123  0.193  0.345  0.138
H  -4.917  1.448  0.804  0.146
H  -5.130  2.478  -1.322  0.143
H  -5.421  0.897  -3.626  0.109
H  -3.804  1.354  -2.906  0.087
H  -4.566  -0.386  -2.635  0.060
H  0.598  2.900  2.201  0.111
H  1.851  5.394  1.985  0.112
H  1.494  6.729  -0.262  0.118
H  -0.963  3.661  -2.201  0.124
H  2.645  1.149  0.797  0.089
H  2.068  -0.214  1.510  0.068
H  2.049  0.793  -1.744  0.039
C  2.036  -1.675  4.494  -0.086
C  3.221  -1.070  3.803  -0.252
N  4.168  -0.590  3.256  0.111
H  1.175  -1.011  4.395  0.074
H  1.798  -2.641  4.045  0.054
H  2.255  -1.821  5.552  0.062
C  -2.310  6.320  -4.405  -0.080
C  -3.389  5.344  -4.039  -0.261
N  -4.235  4.573  -3.748  0.106
H  -2.752  7.295  -4.621  0.023
H  -1.604  6.419  -3.578  0.062
H  -1.775  5.970  -5.290  0.081
C  -5.938  6.421  -6.952  -0.063
C  -5.142  7.342  -6.079  -0.223
N  -4.515  8.067  -5.390  0.116
H  -6.166  5.502  -6.410  0.077
H  -6.871  6.901  -7.248  0.052
H  -5.368  6.175  -7.849  0.082
C  -1.695  -6.414  -3.418  -0.060
C  -0.921  -5.758  -2.316  -0.227
N  -0.311  -5.242  -1.446  0.127
H  -1.037  -7.057  -4.005  0.084
H  -2.496  -7.020  -2.991  0.068
H  -2.131  -5.658  -4.074  0.067
C  5.200  -2.845  6.682  -0.133
C  4.086  -3.678  6.118  -0.242
N  3.204  -4.347  5.673  0.105
H  4.919  -2.468  7.664  0.017
H  6.102  -3.449  6.777  0.070
H  5.404  -2.002  6.022  0.056
C  -4.905  -6.116  -6.723  -0.071
C  -3.528  -6.694  -6.850  -0.249
N  -2.436  -7.155  -6.962  0.114
H  -5.211  -6.114  -5.676  0.073
H  -4.913  -5.091  -7.098  0.077
H  -5.612  -6.712  -7.300  0.081
C  -2.649  3.676  3.570  -0.070
C  -1.849  4.593  4.444  -0.254
N  -1.219  5.315  5.132  0.118
H  -2.880  2.756  4.110  0.079
H  -3.582  4.160  3.278  0.081
H  -2.080  3.429  2.673  0.040
C  9.063  -0.887  5.856  -0.067
C  7.963  -1.189  6.828  -0.193
N  7.096  -1.426  7.593  0.120
H  8.989  0.149  5.522  0.086
H  10.032  -1.039  6.332  0.073
H  8.985  -1.545  4.992  0.027
C  -2.702  -7.477  0.991  -0.071
C  -2.465  -8.509  -0.070  -0.253
N  -2.277  -9.319  -0.907  0.119
H  -1.758  -7.215  1.470  0.071
H  -3.137  -6.581  0.546  0.070
H  -3.388  -7.870  1.744  0.077
C  9.345  -4.199  2.547  -0.054
C  10.140  -3.289  3.433  -0.201
N  10.767  -2.572  4.131  0.132
H  9.100  -5.118  3.083  0.083
H  8.419  -3.707  2.244  0.083
H  9.924  -4.450  1.657  0.050
C  5.054  -4.020  10.927  -0.056
C  4.083  -3.291  10.049  -0.235
N  3.318  -2.717  9.358  0.122
H  4.610  -4.954  11.275  0.080
H  5.964  -4.244  10.368  0.078
H  5.309  -3.403  11.790  0.081
C  13.344  -3.125  6.062  -0.089
C  13.659  -3.250  7.522  -0.255
N  13.906  -3.349  8.671  0.107
H  13.928  -3.850  5.492  0.069
H  12.283  -3.312  5.893  0.031
H  13.588  -2.120  5.714  0.078
C  -6.785  10.227  -8.518  -0.076
C  -7.090  8.891  -9.126  -0.241
N  -7.336  7.835  -9.617  0.113
H  -7.704  10.808  -8.414  0.024
H  -6.336  10.092  -7.532  0.069
H  -6.088  10.774  -9.155  0.082
C  12.667  -6.563  3.165  -0.060
C  12.177  -6.206  1.794  -0.246
N  11.790  -5.925  0.715  0.120
H  12.687  -7.647  3.281  0.082
H  13.674  -6.169  3.312  0.079
H  12.003  -6.135  3.919  0.068
C  3.161  1.758  -4.880  -0.041
C  3.483  1.632  -3.422  -0.195
N  3.739  1.534  -2.273  0.142
H  3.742  1.032  -5.451  0.088
H  2.099  1.571  -5.042  0.083
H  3.404  2.763  -5.228  0.086
C  -6.714  14.114  -6.622  -0.059
C  -7.812  13.254  -7.169  -0.228
N  -8.677  12.577  -7.600  0.123
H  -6.995  14.494  -5.638  0.081
H  -5.797  13.530  -6.529  0.077
H  -6.534  14.956  -7.291  0.081
C  -9.666  1.046  -3.061  -0.073
C  -10.181  1.403  -4.423  -0.253
N  -10.585  1.683  -5.495  0.109
H  -9.637  -0.039  -2.948  0.074
H  -8.660  1.444  -2.929  0.046
H  -10.319  1.467  -2.295  0.081
C  -1.054  -4.982  4.418  -0.044
C  -0.963  -4.027  3.267  -0.189
N  -0.890  -3.273  2.361  0.146
H  -0.092  -5.475  4.568  0.085
H  -1.323  -4.442  5.328  0.085
H  -1.815  -5.737  4.214  0.076

---

DFT (the ωB97M-V functional and the def2-TZVPD basis) results for C49H72BrCrFN8O5PSb2 as an isolated structure.

Output
* 2S+1: 5
* M: 1278.558 u
* charge: +1
* frontier orbital gap (spin up / spin down): 4.595 / 5.137 eV
* expectation value of S²: 6.04
* LUMO (spin up / spin down): -3.33 / -3.33 eV
* total energy: -7264.5122 hartree

Each line ends with the Löwdin charge.
Cartesian coordinates (Å):
Cr  -0.735  -0.744  -0.892  0.694
C  -4.566  -2.548  -1.073  -0.248
Sb  -3.267  -2.480  -2.734  1.554
C  -4.756  -1.808  -4.178  -0.261
C  -3.204  -4.582  -3.215  -0.288
C  -2.732  -4.911  -4.596  -0.285
C  -3.669  -4.972  -5.628  -0.063
C  -3.308  -5.296  -6.924  -0.089
C  -1.980  -5.584  -7.207  -0.087
C  -1.039  -5.522  -6.194  -0.067
C  -1.384  -5.173  -4.886  -0.297
C  -0.305  -5.033  -3.861  -0.317
Sb  0.443  -2.992  -3.854  1.410
C  2.200  -3.386  -2.685  -0.319
C  1.460  -3.163  -5.744  -0.342
H  -5.358  -3.267  -1.287  0.017
H  -4.999  -1.558  -0.935  0.016
H  -4.008  -2.831  -0.186  0.007
H  -5.601  -2.497  -4.112  0.009
H  -4.349  -1.806  -5.186  0.001
H  -5.052  -0.804  -3.878  -0.008
H  -4.236  -4.919  -3.085  0.068
H  -2.607  -5.046  -2.430  0.058
H  -4.711  -4.775  -5.399  0.107
H  -4.059  -5.341  -7.703  0.101
H  -1.679  -5.860  -8.209  0.102
H  -0.002  -5.751  -6.412  0.108
H  0.543  -5.681  -4.085  0.066
H  -0.643  -5.249  -2.848  0.046
H  3.071  -2.998  -3.215  0.006
H  2.320  -4.462  -2.552  0.002
H  2.099  -2.902  -1.716  -0.046
H  2.110  -4.039  -5.758  0.008
H  2.069  -2.270  -5.890  -0.008
H  0.743  -3.232  -6.560  -0.008
F  1.180  3.841  3.624  0.069
C  0.047  3.900  2.893  -0.184
C  -0.204  2.932  1.965  0.098
C  -1.342  3.023  1.162  -0.026
C  -1.590  1.922  0.223  -0.253
O  -0.748  1.015  0.183  -0.039
C  -2.790  2.017  -0.537  0.004
C  -3.559  3.127  -0.391  0.052
N  -3.327  4.169  0.446  0.035
C  -4.218  5.310  0.265  -0.221
C  -4.904  6.044  1.373  -0.075
C  -3.868  6.741  0.515  -0.081
C  -2.219  4.109  1.287  -0.092
C  -1.968  5.044  2.303  0.054
C  -0.846  4.956  3.106  -0.145
N  -0.667  5.937  4.122  -0.113
C  -0.427  7.311  3.711  -0.115
C  -1.173  8.235  4.692  -0.068
N  -1.431  7.444  5.946  0.047
C  -0.192  6.711  6.368  -0.067
C  0.086  5.610  5.325  -0.128
C  -3.284  0.971  -1.525  -0.576
O  -4.346  1.186  -2.097  0.042
O  -2.547  -0.058  -1.673  -0.197
H  0.471  2.091  1.828  0.127
H  -4.448  3.189  -1.007  0.145
H  -4.813  5.142  -0.619  0.147
H  -4.648  5.783  2.389  0.091
H  -5.945  6.295  1.232  0.107
H  -2.907  6.986  0.938  0.079
H  -4.214  7.450  -0.224  0.109
H  -2.671  5.831  2.519  0.090
H  -0.802  7.470  2.703  0.129
H  0.644  7.547  3.703  0.139
H  -2.141  8.557  4.313  0.135
H  -0.589  9.109  4.973  0.136
H  -2.139  6.742  5.719  0.183
H  -1.789  8.042  6.689  0.186
H  -0.349  6.307  7.365  0.138
H  0.602  7.454  6.412  0.137
H  -0.246  4.641  5.694  0.142
H  1.165  5.556  5.163  0.129
O  -1.386  -2.535  -1.298  -0.586
O  -1.727  -2.078  0.013  -0.379
N  0.989  -1.188  -0.267  -0.260
P  1.907  -1.284  0.943  0.599
N  2.082  -2.875  1.481  -0.177
C  0.874  -3.706  1.464  -0.224
C  0.940  -4.775  0.382  -0.158
C  2.256  -5.578  0.458  -0.178
C  3.137  -5.093  1.606  -0.187
C  3.357  -3.588  1.530  -0.210
N  3.487  -0.784  0.652  -0.181
C  3.937  -0.823  -0.747  -0.232
C  5.020  0.218  -0.970  -0.179
C  6.281  -0.158  -0.171  -0.188
C  5.910  -1.014  1.048  -0.181
C  4.569  -0.570  1.618  -0.228
N  1.337  -0.333  2.248  -0.188
C  -0.011  -0.669  2.711  -0.219
C  -0.022  -1.577  3.941  -0.170
C  0.832  -1.003  5.067  -0.202
C  2.231  -0.691  4.546  -0.181
C  2.123  0.230  3.334  -0.224
H  0.016  -3.065  1.260  0.079
H  0.716  -4.172  2.444  0.107
H  0.847  -4.270  -0.581  0.071
H  0.072  -5.432  0.477  0.115
H  2.813  -5.476  -0.478  0.093
H  2.053  -6.644  0.581  0.105
H  4.111  -5.587  1.576  0.113
H  2.686  -5.353  2.567  0.112
H  3.947  -3.375  0.629  0.100
H  3.963  -3.275  2.389  0.102
H  3.071  -0.677  -1.384  0.073
H  4.342  -1.813  -1.002  0.110
H  4.637  1.192  -0.649  0.108
H  5.247  0.299  -2.035  0.110
H  6.806  0.744  0.152  0.105
H  6.976  -0.711  -0.806  0.108
H  6.675  -0.940  1.822  0.114
H  5.846  -2.068  0.770  0.101
H  4.658  0.495  1.873  0.109
H  4.360  -1.102  2.547  0.096
H  -0.567  -1.131  1.894  0.079
H  -0.529  0.270  2.965  0.112
H  0.368  -2.559  3.664  0.088
H  -1.055  -1.723  4.267  0.117
H  0.868  -1.687  5.917  0.108
H  0.378  -0.071  5.430  0.106
H  2.732  -1.618  4.247  0.106
H  2.843  -0.218  5.319  0.110
H  3.101  0.530  2.978  0.075
H  1.623  1.158  3.659  0.102
Br  2.029  3.182  -5.727  0.777
C  1.241  2.090  -4.409  -0.684
C  1.786  2.040  -3.137  -0.088
C  1.176  1.219  -2.205  -0.113
N  0.099  0.485  -2.485  -0.003
C  -0.421  0.550  -3.712  -0.136
C  0.118  1.340  -4.712  -0.084
H  2.663  2.615  -2.876  0.105
H  1.554  1.118  -1.195  0.102
H  -1.300  -0.055  -3.891  0.093
H  -0.327  1.360  -5.696  0.111

---

DFT (the ωB97M-V functional and the def2-TZVPD basis) results for C49H75ClI2N9O5 as an isolated structure in a non-equilibrium geometry.

Output
* 2S+1: 1
* M: 1159.458 u
* charge: +1
* frontier orbital gap: 6.137 eV
* LUMO: -3.49 eV
* total energy: -3836.2167 hartree

Each line ends with the Löwdin charge.
Cartesian coordinates (Å):
C  0.028  2.820  1.560  -0.090
O  -0.106  1.658  2.370  -0.230
C  -0.925  1.878  3.521  -0.236
C  -0.073  2.105  4.769  -0.162
C  -0.821  1.603  6.021  -0.168
C  0.083  0.580  6.719  -0.202
C  -0.266  -0.917  6.742  -0.186
C  -0.811  -1.627  5.473  -0.181
C  0.132  -1.586  4.247  -0.187
C  -0.120  -2.785  3.299  -0.134
C  -0.106  -2.505  1.747  -0.142
C  0.874  -3.384  0.969  -0.221
C  2.430  -3.074  1.112  -0.172
C  2.869  -2.107  2.171  -0.200
O  2.339  -0.811  1.898  -0.139
N  3.057  0.143  2.648  0.017
O  2.658  1.210  2.436  0.093
C  2.886  -2.624  -0.357  -0.543
Cl  4.163  -1.432  -0.491  0.778
C  1.529  -2.207  -0.925  -0.311
O  1.364  -1.799  -2.239  -0.089
C  1.445  -0.416  -2.606  -0.106
C  0.630  -0.294  -3.912  -0.395
C  -0.835  -0.557  -3.519  -0.015
O  1.093  -1.135  -4.925  0.014
N  0.744  -3.393  -0.544  -0.050
C  -0.568  -3.613  -1.203  -0.662
I  -1.736  -5.106  -0.133  1.022
C  -0.351  -4.055  -2.645  -0.822
C  -1.682  -4.142  -3.388  -0.183
I  0.619  -5.974  -2.780  0.960
H  -0.782  2.882  0.830  0.077
H  -0.007  3.713  2.180  0.076
H  0.954  2.790  1.000  0.077
H  -1.593  2.725  3.368  0.118
H  -1.556  0.999  3.624  0.105
H  0.175  3.158  4.850  0.101
H  0.855  1.566  4.618  0.089
H  -1.813  1.239  5.783  0.106
H  -0.939  2.454  6.680  0.101
H  0.150  0.872  7.762  0.102
H  1.070  0.737  6.302  0.089
H  -0.965  -1.093  7.555  0.108
H  0.673  -1.399  7.011  0.107
H  -0.970  -2.663  5.758  0.109
H  -1.717  -1.116  5.175  0.102
H  1.161  -1.569  4.587  0.101
H  -0.024  -0.630  3.770  0.084
H  -1.142  -3.084  3.489  0.106
H  0.573  -3.575  3.555  0.113
H  0.115  -1.470  1.523  0.100
H  -1.124  -2.639  1.403  0.070
H  0.770  -4.376  1.386  0.118
H  2.928  -4.007  1.338  0.152
H  2.588  -2.471  3.151  0.117
H  3.951  -2.060  2.173  0.114
H  3.290  -3.535  -0.788  0.112
H  1.227  -1.413  -0.236  0.161
H  1.009  0.261  -1.869  0.139
H  2.474  -0.108  -2.736  0.122
H  0.677  0.754  -4.190  0.137
H  -1.513  -0.553  -4.363  0.096
H  -1.185  0.199  -2.828  0.088
H  -0.897  -1.494  -2.973  0.037
H  0.849  -2.039  -4.678  0.086
H  1.346  -4.188  -0.807  0.101
H  -1.177  -2.723  -1.167  0.100
H  0.257  -3.340  -3.183  0.047
H  -1.440  -4.176  -4.444  0.075
H  -2.227  -5.047  -3.163  0.042
H  -2.270  -3.243  -3.232  0.086
N  -0.997  2.245  -6.314  -0.001
C  -1.624  3.087  -5.414  -0.147
C  -2.418  3.946  -6.129  -0.106
C  -2.273  3.611  -7.507  -0.103
C  -1.394  2.562  -7.586  -0.138
H  -0.350  1.517  -6.070  0.118
H  -1.447  3.003  -4.355  0.092
H  -3.030  4.731  -5.713  0.091
H  -2.756  4.089  -8.342  0.092
H  -1.017  2.018  -8.435  0.106
N  1.761  4.150  7.655  0.008
C  1.350  4.260  8.956  -0.135
C  0.640  5.422  9.074  -0.103
C  0.616  6.033  7.795  -0.107
C  1.315  5.221  6.940  -0.163
H  2.307  3.394  7.282  0.143
H  1.598  3.505  9.682  0.108
H  0.186  5.793  9.976  0.095
H  0.139  6.964  7.533  0.092
H  1.532  5.306  5.889  0.085
N  0.588  6.882  3.955  0.008
C  1.402  7.140  2.892  -0.135
C  0.662  6.971  1.766  -0.112
C  -0.654  6.617  2.166  -0.120
C  -0.666  6.572  3.523  -0.148
H  0.880  6.919  4.914  0.110
H  2.436  7.406  3.032  0.110
H  1.018  7.087  0.755  0.082
H  -1.493  6.414  1.521  0.093
H  -1.453  6.340  4.220  0.111
N  -3.750  2.302  0.701  0.003
C  -4.075  1.333  -0.209  -0.156
C  -4.999  1.861  -1.071  -0.111
C  -5.237  3.202  -0.666  -0.103
C  -4.451  3.445  0.428  -0.131
H  -3.097  2.191  1.455  0.117
H  -3.624  0.356  -0.165  0.092
H  -5.454  1.345  -1.899  0.090
H  -5.909  3.906  -1.126  0.094
H  -4.332  4.328  1.032  0.108
N  3.695  -8.440  -2.757  -0.013
C  4.965  -8.137  -2.341  -0.147
C  5.547  -9.294  -1.901  -0.106
C  4.594  -10.337  -2.060  -0.103
C  3.463  -9.781  -2.592  -0.139
H  3.037  -7.780  -3.124  0.058
H  5.342  -7.130  -2.396  0.101
H  6.546  -9.386  -1.510  0.093
H  4.727  -11.377  -1.815  0.094
H  2.520  -10.220  -2.867  0.106
N  -1.120  -6.404  -6.858  -0.010
C  -0.991  -6.250  -8.213  -0.138
C  -2.086  -6.819  -8.804  -0.103
C  -2.910  -7.334  -7.767  -0.105
C  -2.289  -7.062  -6.578  -0.151
H  -0.462  -6.085  -6.174  0.104
H  -0.136  -5.752  -8.637  0.106
H  -2.277  -6.862  -9.862  0.094
H  -3.850  -7.846  -7.882  0.094
H  -2.576  -7.279  -5.563  0.099
N  0.874  7.057  -2.510  -0.002
C  0.192  5.872  -2.564  -0.158
C  -1.057  6.129  -3.045  -0.117
C  -1.133  7.526  -3.300  -0.103
C  0.074  8.066  -2.960  -0.140
H  1.823  7.166  -2.186  0.144
H  0.657  4.952  -2.251  0.097
H  -1.839  5.390  -3.199  0.084
H  -1.979  8.069  -3.686  0.092
H  0.431  9.081  -2.998  0.109

---

> Which value of 2S+1 does entry 2 give?

5